P) Entry from the OMol25 dataset: C47H47N5P2STi as an isolated structure (the ωB97M-V functional and the def2-TZVPD basis).

Atoms and positions in Å:
Ti (-0.68, 0.23, 1.15)
C (-1.90, -2.40, 3.09)
C (-1.10, -1.42, 3.87)
C (-0.79, -1.68, 5.20)
C (-0.12, -0.73, 5.94)
C (0.20, 0.49, 5.35)
C (-0.11, 0.68, 4.03)
N (-0.74, -0.27, 3.28)
C (-0.01, 2.01, 3.36)
C (0.31, 3.22, 3.96)
C (0.04, 4.39, 3.25)
C (-0.65, 4.34, 2.05)
C (-0.95, 3.10, 1.52)
N (-0.50, 1.99, 2.12)
C (-2.01, 2.78, 0.50)
C (-2.66, 3.74, -0.24)
C (-3.85, 3.39, -0.87)
C (-4.35, 2.12, -0.70)
C (-3.61, 1.17, 0.01)
C (-4.13, -0.22, 0.21)
N (-2.43, 1.49, 0.55)
H (-2.92, -2.44, 3.49)
H (-1.97, -2.15, 2.03)
H (-1.47, -3.40, 3.15)
H (-1.09, -2.62, 5.63)
H (0.12, -0.92, 6.98)
H (0.68, 1.26, 5.92)
H (0.71, 3.27, 4.96)
H (0.28, 5.35, 3.69)
H (-1.00, 5.24, 1.57)
H (-2.27, 4.75, -0.29)
H (-4.40, 4.12, -1.44)
H (-5.31, 1.84, -1.11)
H (-5.08, -0.19, 0.74)
H (-4.30, -0.73, -0.74)
H (-3.44, -0.83, 0.80)
C (-1.83, -0.94, -2.19)
C (-1.51, -2.27, -1.51)
P (-0.12, -2.12, -0.31)
C (1.32, -2.35, -1.42)
C (2.32, -1.40, -1.58)
C (3.37, -1.62, -2.47)
C (3.42, -2.79, -3.20)
C (2.44, -3.76, -3.02)
C (1.40, -3.54, -2.14)
C (-0.12, -3.67, 0.64)
C (0.92, -3.89, 1.55)
C (0.93, -5.04, 2.32)
C (-0.08, -5.98, 2.20)
C (-1.10, -5.78, 1.29)
C (-1.12, -4.63, 0.51)
P (-0.57, -0.13, -3.29)
C (-0.14, 1.43, -2.38)
C (-0.24, 2.66, -3.04)
C (0.34, 3.81, -2.52)
C (1.07, 3.77, -1.34)
C (1.17, 2.57, -0.66)
C (0.55, 1.43, -1.16)
C (-1.68, 0.52, -4.58)
C (-1.32, 0.35, -5.91)
C (-2.15, 0.80, -6.93)
C (-3.35, 1.43, -6.63)
C (-3.73, 1.61, -5.30)
C (-2.90, 1.16, -4.29)
H (-2.12, -0.21, -1.42)
H (-2.72, -1.07, -2.81)
H (-1.29, -3.06, -2.24)
H (-2.40, -2.58, -0.95)
H (2.30, -0.48, -1.02)
H (4.13, -0.86, -2.60)
H (4.23, -2.97, -3.90)
H (2.49, -4.69, -3.58)
H (0.66, -4.32, -2.00)
H (1.71, -3.16, 1.66)
H (1.74, -5.20, 3.03)
H (-0.06, -6.88, 2.81)
H (-1.89, -6.52, 1.18)
H (-1.93, -4.50, -0.19)
H (-0.75, 2.72, -3.99)
H (0.25, 4.74, -3.07)
H (1.55, 4.66, -0.96)
H (1.74, 2.50, 0.26)
H (0.75, 0.49, -0.64)
H (-0.39, -0.15, -6.15)
H (-1.86, 0.66, -7.96)
H (-4.00, 1.78, -7.42)
H (-4.66, 2.09, -5.06)
H (-3.19, 1.31, -3.25)
C (3.88, 2.11, 3.05)
N (4.33, 1.19, 2.02)
C (5.69, 1.29, 1.48)
C (5.77, 0.09, 0.51)
N (4.40, -0.42, 0.56)
C (3.65, 0.20, 1.46)
S (2.05, -0.28, 1.91)
H (4.46, 1.97, 3.96)
H (2.83, 1.90, 3.24)
H (4.00, 3.14, 2.70)
H (6.42, 1.22, 2.29)
H (5.83, 2.24, 0.98)
H (6.47, -0.67, 0.85)
H (6.04, 0.39, -0.50)
H (4.09, -1.27, 0.11)

The value obtained for the HOMO energy (spin up / spin down) is -12.160 / -12.635 eV. For the orbital gap (spin up / spin down), the calculation gives 6.89 / 6.92 eV. As for the expectation value of S²: 2.0075. The charge is +2. The spin multiplicity is 3.

=====

Q) Entry from the OMol25 dataset: C47H47N5P2STi as an isolated structure (the ωB97M-V functional and the def2-TZVPD basis).

Atoms and positions in Å:
Ti (-0.16, -0.01, 0.20)
C (-1.46, -2.62, 2.02)
C (-0.70, -1.62, 2.83)
C (-0.47, -1.86, 4.18)
C (0.21, -0.92, 4.94)
C (0.61, 0.26, 4.34)
C (0.34, 0.46, 3.00)
N (-0.29, -0.48, 2.24)
C (0.49, 1.75, 2.32)
C (0.81, 2.98, 2.88)
C (0.57, 4.12, 2.13)
C (-0.11, 4.04, 0.92)
C (-0.42, 2.79, 0.42)
N (0.02, 1.69, 1.06)
C (-1.47, 2.44, -0.54)
C (-2.13, 3.36, -1.33)
C (-3.34, 3.00, -1.89)
C (-3.87, 1.75, -1.61)
C (-3.12, 0.85, -0.87)
C (-3.67, -0.52, -0.57)
N (-1.90, 1.15, -0.40)
H (-2.50, -2.67, 2.37)
H (-1.46, -2.35, 0.97)
H (-1.03, -3.61, 2.13)
H (-0.83, -2.78, 4.62)
H (0.40, -1.10, 5.99)
H (1.12, 1.02, 4.91)
H (1.18, 3.05, 3.89)
H (0.82, 5.09, 2.54)
H (-0.43, 4.94, 0.41)
H (-1.72, 4.35, -1.47)
H (-3.89, 3.70, -2.51)
H (-4.85, 1.47, -1.96)
H (-4.61, -0.43, -0.04)
H (-3.87, -1.07, -1.49)
H (-2.98, -1.08, 0.06)
C (-1.36, -1.16, -2.93)
C (-1.00, -2.49, -2.25)
P (0.46, -2.27, -1.14)
C (1.83, -2.55, -2.35)
C (2.84, -1.63, -2.62)
C (3.81, -1.89, -3.58)
C (3.79, -3.09, -4.27)
C (2.81, -4.03, -4.00)
C (1.84, -3.76, -3.04)
C (0.60, -3.88, -0.26)
C (1.80, -4.15, 0.39)
C (2.01, -5.37, 1.00)
C (1.02, -6.35, 0.96)
C (-0.18, -6.08, 0.33)
C (-0.40, -4.84, -0.27)
P (-0.05, -0.43, -4.07)
C (0.39, 1.15, -3.19)
C (0.30, 2.38, -3.86)
C (0.88, 3.53, -3.34)
C (1.62, 3.48, -2.17)
C (1.73, 2.28, -1.49)
C (1.09, 1.14, -1.96)
C (-1.14, 0.14, -5.42)
C (-0.73, -0.17, -6.72)
C (-1.52, 0.18, -7.81)
C (-2.72, 0.85, -7.61)
C (-3.12, 1.18, -6.32)
C (-2.34, 0.83, -5.23)
H (-1.56, -0.41, -2.18)
H (-2.25, -1.29, -3.55)
H (-0.80, -3.25, -3.00)
H (-1.86, -2.82, -1.65)
H (2.87, -0.67, -2.11)
H (4.57, -1.15, -3.80)
H (4.54, -3.29, -5.02)
H (2.78, -4.97, -4.53)
H (1.09, -4.51, -2.83)
H (2.58, -3.39, 0.41)
H (2.95, -5.58, 1.50)
H (1.19, -7.32, 1.41)
H (-0.96, -6.83, 0.30)
H (-1.35, -4.66, -0.76)
H (-0.19, 2.43, -4.82)
H (0.79, 4.46, -3.89)
H (2.12, 4.36, -1.80)
H (2.34, 2.21, -0.59)
H (1.26, 0.19, -1.44)
H (0.20, -0.69, -6.87)
H (-1.20, -0.07, -8.81)
H (-3.34, 1.11, -8.45)
H (-4.05, 1.71, -6.17)
H (-2.66, 1.10, -4.23)
C (4.53, 1.37, 2.41)
N (4.89, 0.59, 1.24)
C (6.25, 0.62, 0.71)
C (6.20, -0.39, -0.45)
N (4.78, -0.76, -0.47)
C (4.09, -0.22, 0.54)
S (2.48, -0.59, 0.92)
H (5.07, 1.00, 3.28)
H (3.46, 1.26, 2.58)
H (4.78, 2.42, 2.25)
H (6.96, 0.33, 1.48)
H (6.50, 1.62, 0.37)
H (6.82, -1.27, -0.26)
H (6.51, 0.04, -1.40)
H (4.41, -1.49, -1.06)

The value obtained for the HOMO energy (spin up / spin down) is -11.823 / -12.655 eV. For the orbital gap (spin up / spin down), the calculation gives 6.51 / 6.70 eV. As for the expectation value of S²: 2.0161. The charge is +2. The spin multiplicity is 3.

=====

Stability check: which of them is most stable? P).

=====

P) Entry from the OMol25 dataset: one molecule with the formula C22H23N3O5S (the ωB97M-V functional and the def2-TZVPD basis).

Atoms and positions in Å:
O (-2.16, -5.24, -0.84)
C (-1.57, -4.20, -0.61)
N (-0.22, -4.13, -0.68)
C (0.66, -3.12, -0.25)
C (1.87, -2.96, -0.90)
C (2.78, -2.00, -0.49)
C (2.51, -1.16, 0.60)
N (3.43, -0.26, 1.09)
C (4.77, -0.17, 0.56)
C (4.85, 0.87, -0.57)
O (4.43, 2.13, -0.09)
C (3.13, 2.08, 0.43)
C (3.01, 1.05, 1.57)
C (1.29, -1.35, 1.26)
C (0.38, -2.31, 0.85)
C (-2.30, -2.93, -0.31)
C (-2.04, -1.77, -1.04)
C (-2.77, -0.63, -0.80)
C (-3.76, -0.64, 0.17)
S (-4.70, 0.85, 0.46)
O (-5.45, 0.69, 1.68)
O (-5.38, 1.22, -0.74)
N (-3.48, 1.97, 0.75)
C (-3.32, 3.09, -0.16)
C (-1.89, 3.24, -0.59)
C (-0.94, 4.14, -0.24)
C (0.23, 3.79, -0.96)
C (-0.10, 2.69, -1.68)
O (-1.38, 2.35, -1.46)
C (-4.05, -1.78, 0.88)
C (-3.33, -2.94, 0.63)
H (0.22, -4.97, -1.03)
H (2.11, -3.59, -1.75)
H (3.70, -1.90, -1.05)
H (5.12, -1.15, 0.23)
H (5.43, 0.16, 1.38)
H (5.87, 1.00, -0.92)
H (4.21, 0.55, -1.41)
H (2.90, 3.08, 0.80)
H (2.41, 1.81, -0.36)
H (1.98, 1.02, 1.92)
H (3.67, 1.34, 2.39)
H (1.05, -0.77, 2.13)
H (-0.53, -2.44, 1.40)
H (-1.26, -1.77, -1.79)
H (-2.59, 0.28, -1.36)
H (-3.40, 2.18, 1.72)
H (-3.94, 2.85, -1.03)
H (-3.67, 4.02, 0.28)
H (-1.05, 4.97, 0.43)
H (1.18, 4.29, -0.94)
H (0.46, 2.08, -2.37)
H (-4.83, -1.75, 1.62)
H (-3.54, -3.85, 1.16)

The value obtained for the HOMO energy is -7.642 eV. For the orbital gap, the calculation gives 7.92 eV. The charge is 0. The spin multiplicity is 1.

=====

Q) Entry from the OMol25 dataset: one molecule with the formula C22H23N3O5S (the ωB97M-V functional and the def2-TZVPD basis).

Atoms and positions in Å:
O (1.81, 0.55, 3.40)
C (1.27, -0.10, 2.53)
N (0.88, -1.40, 2.66)
C (0.90, -2.23, 3.78)
C (1.17, -1.78, 5.06)
C (1.10, -2.66, 6.13)
C (0.75, -3.98, 5.92)
C (0.50, -4.44, 4.64)
C (0.59, -3.58, 3.56)
N (0.34, -3.97, 2.21)
C (-0.60, -5.05, 1.99)
C (-0.97, -5.05, 0.51)
O (0.16, -5.23, -0.30)
C (1.12, -4.22, -0.07)
C (1.53, -4.19, 1.41)
C (1.01, 0.46, 1.16)
C (-0.07, 0.06, 0.38)
C (-0.25, 0.63, -0.87)
C (0.63, 1.59, -1.32)
S (0.35, 2.35, -2.92)
O (-0.61, 1.56, -3.63)
O (1.61, 2.65, -3.54)
N (-0.30, 3.81, -2.42)
C (-1.74, 3.88, -2.25)
C (-2.47, 4.26, -3.49)
C (-2.74, 3.57, -4.64)
C (-3.43, 4.47, -5.49)
C (-3.53, 5.63, -4.79)
O (-2.95, 5.52, -3.59)
C (1.69, 2.01, -0.55)
C (1.88, 1.44, 0.70)
H (0.49, -1.87, 1.85)
H (1.43, -0.75, 5.22)
H (1.31, -2.31, 7.13)
H (0.68, -4.67, 6.75)
H (0.24, -5.48, 4.48)
H (-1.49, -4.88, 2.60)
H (-0.17, -6.03, 2.24)
H (-1.65, -5.87, 0.27)
H (-1.46, -4.09, 0.26)
H (1.97, -4.46, -0.70)
H (0.71, -3.24, -0.36)
H (2.25, -3.38, 1.58)
H (2.01, -5.15, 1.67)
H (-0.78, -0.67, 0.74)
H (-1.07, 0.33, -1.51)
H (0.10, 4.58, -2.93)
H (-2.05, 2.89, -1.91)
H (-1.95, 4.62, -1.46)
H (-2.45, 2.56, -4.84)
H (-3.80, 4.27, -6.47)
H (-3.98, 6.58, -5.04)
H (2.36, 2.76, -0.94)
H (2.70, 1.75, 1.33)

The value obtained for the HOMO energy is -8.443 eV. For the orbital gap, the calculation gives 8.42 eV. The charge is 0. The spin multiplicity is 1.

=====

Stability check: which of them is most stable? Q).

=====

P) Entry from the OMol25 dataset: C7H6O as an isolated structure (the ωB97M-V functional and the def2-TZVPD basis).

Atoms and positions in Å:
C (-3.02, 0.01, -0.21)
C (-1.83, -0.12, -0.41)
C (-0.40, -0.18, -0.32)
C (0.38, -0.92, 0.74)
C (1.51, -0.58, -0.27)
C (1.52, 0.94, -0.08)
C (0.31, 1.25, -0.46)
H (-4.09, 0.13, -0.01)
H (0.40, -0.37, 1.69)
H (0.05, -1.95, 0.88)
H (2.49, -1.09, -0.20)
H (2.25, 1.59, 0.36)
H (-0.22, 2.21, -0.34)
O (0.63, -0.90, -1.37)

The value obtained for the HOMO energy is -9.520 eV. For the orbital gap, the calculation gives 10.39 eV. The charge is 0. The spin multiplicity is 1.

=====

Q) Entry from the OMol25 dataset: one molecule with the formula C7H6O (the ωB97M-V functional and the def2-TZVPD basis).

Atoms and positions in Å:
C (3.44, -0.47, -0.08)
C (2.27, -0.26, 0.09)
C (0.85, -0.06, 0.12)
C (0.24, 1.31, -0.04)
C (-0.24, 2.41, -0.03)
C (0.00, -1.18, 0.02)
O (-1.26, -1.44, -0.02)
C (-2.23, -0.40, -0.07)
H (4.51, -0.68, -0.28)
H (-0.91, 3.36, 0.17)
H (0.58, -2.15, 0.19)
H (-3.19, -0.82, -0.12)
H (-1.86, 0.18, -0.91)
H (-2.21, 0.20, 0.95)

The value obtained for the HOMO energy is -8.183 eV. For the orbital gap, the calculation gives 9.02 eV. The charge is 0. The spin multiplicity is 1.

=====

Stability check: which of them is most stable? P).

=====

P) Entry from the OMol25 dataset: a 5-piece molecular cluster, CH11NO4 overall (the ωB97M-V functional and the def2-TZVPD basis).

Atoms and positions in Å:
C (0.25, -1.92, 0.04)
N (-0.55, -0.76, 0.33)
H (0.93, -1.69, -0.78)
H (0.82, -2.14, 0.94)
H (-0.41, -2.75, -0.20)
H (-1.34, -0.53, -0.33)
H (-3.15, 0.74, -1.47)
O (-2.24, 0.52, -1.24)
H (-1.86, 2.74, 0.75)
H (-1.64, 1.52, -0.21)
O (-1.15, 2.24, 0.32)
H (2.69, -0.16, 1.99)
H (0.08, 0.04, 0.53)
O (2.09, -0.43, 1.29)
H (1.64, 1.60, -0.94)
H (2.03, 0.33, -0.04)
O (1.82, 0.66, -0.98)

The value obtained for the HOMO energy (spin up / spin down) is -4.467 / -4.436 eV. For the orbital gap (spin up / spin down), the calculation gives 8.50 / 5.69 eV. As for the expectation value of S²: 0.7540. The charge is -1. The spin multiplicity is 2.

=====

Q) Entry from the OMol25 dataset: a 5-piece molecular cluster, CH11NO4 overall (the ωB97M-V functional and the def2-TZVPD basis).

Atoms and positions in Å:
C (1.79, 0.61, 2.12)
N (1.00, 0.19, 3.02)
H (2.32, -0.18, 1.59)
H (1.88, 1.69, 1.92)
H (0.32, 0.84, 3.43)
H (-0.49, -1.26, 0.28)
H (-1.12, -0.78, -0.98)
O (-1.04, -0.53, -0.03)
H (-0.03, -2.12, -2.59)
H (-0.61, -0.78, -3.09)
O (-0.81, -1.55, -2.53)
H (-1.11, 0.68, 1.77)
H (-2.64, 0.43, 1.50)
O (-1.99, 0.80, 2.10)
H (0.96, 0.19, -2.15)
H (0.66, 1.35, -3.23)
O (0.91, 0.42, -3.11)

The value obtained for the HOMO energy (spin up / spin down) is 0.555 / -6.851 eV. For the orbital gap (spin up / spin down), the calculation gives 3.41 / 10.66 eV. As for the expectation value of S²: 0.7504. The charge is -1. The spin multiplicity is 2.

=====

Stability check: which of them is most stable? Q).

=====

P) Entry from the OMol25 dataset: one molecule with the formula C6H5N (the ωB97M-V functional and the def2-TZVPD basis).

Atoms and positions in Å:
C (0.32, -2.18, 0.88)
C (0.84, -3.24, 1.09)
C (0.27, 0.77, -1.25)
C (0.79, 0.22, 0.79)
C (-0.56, -0.33, -1.02)
C (-0.23, -0.83, 0.33)
N (1.12, 1.06, -0.24)
H (0.45, 1.41, -2.10)
H (0.23, 0.98, 1.37)
H (1.68, -0.01, 1.36)
H (-1.34, -0.96, -1.48)
H (-1.17, -0.80, 0.78)

The value obtained for the HOMO energy (spin up / spin down) is -8.083 / -9.551 eV. For the orbital gap (spin up / spin down), the calculation gives 4.64 / 7.26 eV. The charge is 0. The spin multiplicity is 1.

=====

Q) Entry from the OMol25 dataset: C6H5N as an isolated structure (the ωB97M-V functional and the def2-TZVPD basis).

Atoms and positions in Å:
C (-0.14, 0.85, -0.16)
C (-1.42, 1.19, 0.01)
C (0.21, -0.56, -0.11)
C (-2.46, 0.24, 0.09)
C (0.04, -1.85, -0.06)
C (1.75, -0.84, 0.09)
N (-3.36, -0.48, 0.01)
H (0.51, 1.70, -0.23)
H (-1.54, 2.31, -0.02)
H (2.02, -0.30, 1.16)
H (2.05, -1.91, -0.03)
H (2.35, -0.35, -0.75)

The value obtained for the HOMO energy is -9.621 eV. For the orbital gap, the calculation gives 9.26 eV. The charge is 0. The spin multiplicity is 1.

=====

Stability check: which of them is most stable? Q).

=====

P) Entry from the OMol25 dataset: a 4-piece molecular cluster, C3H16NO3S overall (the ωB97M-V functional and the def2-TZVPD basis).

Atoms and positions in Å:
C (1.32, 0.96, 0.47)
C (0.58, 2.17, 0.98)
C (-0.41, 2.71, -0.09)
S (-2.04, 1.89, 0.00)
N (0.53, -0.31, 0.13)
H (2.00, 1.22, -0.41)
H (2.01, 0.58, 1.25)
H (1.34, 2.91, 1.18)
H (0.17, 1.92, 1.95)
H (0.22, 2.61, -1.04)
H (-0.71, 3.79, 0.03)
H (-2.71, 1.89, -1.18)
H (0.62, -0.61, -0.80)
H (0.86, -0.98, 0.78)
H (-0.50, -0.28, 0.26)
H (-1.99, -1.81, 1.94)
H (-1.75, -2.41, 0.63)
O (-1.57, -1.52, 1.05)
H (-0.97, -2.00, -2.53)
H (0.57, -1.75, -3.10)
O (-0.01, -1.87, -2.28)
H (0.58, -2.73, -0.44)
H (1.24, -3.55, 0.71)
O (0.61, -2.83, 0.52)

The value obtained for the HOMO energy is -12.309 eV. For the orbital gap, the calculation gives 9.28 eV. The charge is +1. The spin multiplicity is 1.

=====

Q) Entry from the OMol25 dataset: a 4-piece molecular cluster, C3H16NO3S overall (the ωB97M-V functional and the def2-TZVPD basis).

Atoms and positions in Å:
C (1.11, 0.58, -0.24)
C (1.37, 1.99, 0.19)
C (0.89, 2.26, 1.59)
S (-0.74, 1.68, 2.09)
N (-0.29, 0.30, -0.75)
H (1.89, 0.09, -1.02)
H (1.06, -0.24, 0.66)
H (0.84, 2.76, -0.38)
H (2.50, 2.15, 0.16)
H (1.11, 3.39, 1.67)
H (1.60, 1.89, 2.29)
H (-1.56, 2.46, 1.27)
H (-0.71, -0.45, -0.14)
H (-0.82, 1.23, -0.83)
H (-0.18, -0.07, -1.64)
H (-0.71, -2.83, 1.05)
H (-0.50, -3.35, -0.55)
O (-0.52, -2.57, 0.11)
H (0.17, -1.21, -4.16)
H (-0.26, 0.27, -4.23)
O (-0.07, -0.32, -3.54)
H (-2.64, -2.90, 2.08)
H (-1.79, -4.02, 2.17)
O (-1.76, -3.10, 2.15)

The value obtained for the HOMO energy is -12.718 eV. For the orbital gap, the calculation gives 9.96 eV. The charge is +1. The spin multiplicity is 1.

=====

Stability check: which of them is most stable? P).